73
Properties=species:S:1:pos:R:3:lowdin_charge:R:1 method="wB97M-V/def2-TZVPD" fmax_ev_per_a=3.3 homo_ha="-0.4088 / -0.4089" spin_multiplicity=5 de_lowest_kj_mol=14.1 e_lumo_ev="-3.125 / -3.117" charge=+1
Pm -0.509 -0.249 0.692 1.807
O -2.974 -0.323 1.582 -0.043
C -3.596 0.487 2.532 -0.234
C -4.970 0.495 2.640 0.012
C -5.551 1.287 3.625 -0.061
C -4.766 2.036 4.487 -0.071
C -3.382 2.019 4.354 -0.021
C -2.786 1.251 3.368 -0.126
C -1.311 1.324 3.051 -0.384
O -0.703 0.111 2.793 -0.325
N -1.291 2.154 1.779 -0.030
N -0.066 2.159 1.147 -0.145
C 0.458 3.252 0.731 -0.169
C 1.607 3.240 -0.137 -0.614
Br 2.001 1.562 -0.939 0.834
C 2.379 4.304 -0.454 -0.070
C 2.298 5.633 0.135 -0.225
C 1.965 5.848 1.476 -0.046
C 1.896 7.135 1.981 -0.066
C 2.160 8.221 1.160 -0.064
C 2.518 8.019 -0.168 -0.062
C 2.600 6.735 -0.673 -0.026
H -2.230 -0.686 2.110 0.044
H -5.564 -0.117 1.978 0.125
H -6.627 1.303 3.725 0.111
H -5.228 2.633 5.260 0.108
H -2.763 2.611 5.017 0.118
H -0.772 1.885 3.829 0.152
H -1.693 3.083 1.925 0.148
H 0.015 4.221 0.964 0.139
H 3.116 4.171 -1.236 0.113
H 1.813 5.004 2.138 0.113
H 1.652 7.290 3.024 0.110
H 2.108 9.225 1.558 0.110
H 2.742 8.863 -0.805 0.111
H 2.886 6.576 -1.704 0.119
Br -2.579 -7.547 1.171 0.768
C -3.025 -5.911 0.340 -0.675
C -4.147 -5.840 -0.475 -0.105
C -4.471 -4.641 -1.095 -0.051
C -3.673 -3.523 -0.914 0.000
C -2.559 -3.611 -0.086 -0.132
C -2.231 -4.800 0.555 -0.053
C -1.711 -2.421 0.121 -0.589
O -0.923 -2.361 1.123 -0.122
O -1.760 -1.450 -0.699 -0.134
H -4.761 -6.716 -0.620 0.107
H -5.347 -4.587 -1.725 0.113
H -3.902 -2.588 -1.402 0.124
H -1.371 -4.848 1.208 0.118
C 2.988 -3.117 0.696 -0.019
C 2.266 -1.943 0.778 -0.136
N 1.436 -1.538 -0.191 -0.111
C 1.317 -2.295 -1.282 -0.099
C 2.005 -3.488 -1.463 -0.198
C 2.847 -3.903 -0.438 0.020
C 1.811 -4.291 -2.686 -0.020
C 2.262 -4.008 -3.921 -0.019
C 3.050 -2.861 -4.349 -0.266
C 3.438 -2.748 -5.682 0.003
C 4.183 -1.639 -6.037 -0.113
N 4.530 -0.705 -5.156 0.089
C 4.114 -0.909 -3.911 -0.198
N 3.397 -1.922 -3.455 0.143
H 3.643 -3.409 1.503 0.118
H 2.349 -1.300 1.652 0.121
H 0.648 -1.935 -2.058 0.134
H 3.398 -4.829 -0.534 0.130
H 1.247 -5.210 -2.563 0.120
H 2.022 -4.720 -4.701 0.113
H 3.167 -3.499 -6.410 0.114
H 4.513 -1.492 -7.058 0.114
H 4.398 -0.156 -3.184 0.104

***

75
Properties=species:S:1:pos:R:3:lowdin_charge:R:1 method="wB97M-V/def2-TZVPD" fmax_ev_per_a=2.2 homo_ha="-0.4483 / -0.4483" spin_multiplicity=3 de_lowest_kj_mol=133.2 e_lumo_ev="-7.897 / -7.025" charge=+2
Mo 0.202 -0.609 0.633 1.879
C -2.782 -1.348 1.105 -0.070
N -2.042 -0.130 0.740 -0.128
C -2.321 1.012 1.607 -0.077
C -1.239 1.075 2.634 -0.258
N -0.056 0.486 2.450 -0.004
C 0.743 0.921 3.502 -0.190
C 2.091 0.728 3.772 -0.002
C 2.622 1.358 4.879 -0.048
C 1.841 2.160 5.714 -0.045
C 0.500 2.370 5.464 0.016
C -0.028 1.749 4.342 -0.164
N -1.274 1.810 3.756 0.211
C -1.921 -2.474 0.650 -0.291
N -0.664 -2.523 1.087 0.004
C -0.079 -3.600 0.438 -0.229
C 1.191 -4.157 0.547 -0.013
C 1.498 -5.202 -0.301 -0.044
C 0.579 -5.683 -1.238 -0.043
C -0.702 -5.176 -1.325 0.012
C -1.024 -4.143 -0.457 -0.171
N -2.180 -3.409 -0.270 0.232
H -3.786 -1.374 0.670 0.151
H -2.867 -1.394 2.199 0.150
H -2.250 0.127 -0.229 0.130
H -3.315 0.953 2.069 0.152
H -2.291 1.935 1.005 0.121
H 2.710 0.144 3.116 0.075
H 3.671 1.239 5.096 0.117
H 2.301 2.640 6.562 0.120
H -0.100 3.001 6.099 0.125
H -2.057 2.334 4.118 0.192
H 1.889 -3.815 1.295 0.110
H 2.469 -5.666 -0.232 0.117
H 0.870 -6.485 -1.895 0.119
H -1.417 -5.558 -2.036 0.125
H -3.046 -3.555 -0.773 0.195
I -0.458 -1.850 -4.180 1.006
C 1.364 -1.612 -3.174 -0.588
C 2.611 -1.746 -3.782 -0.175
C 3.769 -1.693 -3.032 -0.613
I 5.624 -1.889 -4.007 1.016
C 3.727 -1.551 -1.616 -0.186
C 4.816 -1.650 -0.730 0.020
C 4.564 -1.632 0.625 0.003
C 3.268 -1.438 1.098 -0.094
N 2.224 -1.216 0.306 -0.027
C 2.459 -1.333 -1.033 -0.152
C 1.282 -1.363 -1.812 -0.410
O 0.169 -1.232 -1.143 -0.269
H 2.665 -1.914 -4.847 0.099
H 5.819 -1.789 -1.102 0.083
H 5.364 -1.768 1.335 0.126
H 3.063 -1.492 2.158 0.110
C -2.289 3.160 -4.447 -0.015
C -2.678 3.394 -3.028 -0.187
C -4.004 3.426 -2.639 -0.050
C -4.356 3.699 -1.323 -0.680
Cl -6.012 3.731 -0.856 0.690
C -3.374 3.961 -0.371 -0.129
C -2.043 3.901 -0.734 -0.037
C -1.679 3.598 -2.050 -0.243
O -0.394 3.518 -2.482 -0.015
C 0.580 3.085 -1.577 -0.069
C 0.159 1.751 -0.946 -0.587
O -0.907 1.234 -1.266 0.024
O 0.919 1.254 -0.057 -0.124
H -3.124 2.760 -5.015 0.085
H -1.439 2.484 -4.511 0.081
H -1.981 4.103 -4.897 0.101
H -4.776 3.240 -3.370 0.119
H -3.661 4.232 0.634 0.104
H -1.285 4.136 0.001 0.118
H 0.779 3.808 -0.775 0.141
H 1.504 2.955 -2.147 0.151

***

72
Properties=species:S:1:pos:R:3:lowdin_charge:R:1 method="wB97M-V/def2-TZVPD" fmax_ev_per_a=2.4 homo_ha="-0.3996 / -0.4039" spin_multiplicity=3 de_lowest_kj_mol=140.4 e_lumo_ev="-4.300 / -3.485" charge=+1
V -17.656 11.870 1.022 1.167
O -19.514 12.690 1.871 -0.376
S -19.114 12.401 3.269 0.514
O -18.962 13.562 4.087 -0.233
O -17.877 11.571 3.151 -0.451
C -20.250 11.308 4.012 -0.291
C -20.867 11.776 5.157 -0.027
C -21.801 10.941 5.775 -0.030
C -22.027 9.650 5.287 -0.037
C -21.403 9.211 4.120 -0.041
C -20.495 10.062 3.450 -0.327
P -19.494 9.613 2.032 1.115
C -18.639 8.120 2.576 -0.378
C -18.586 7.691 3.895 -0.078
C -18.153 6.396 4.165 -0.059
C -17.807 5.524 3.123 -0.056
C -17.718 6.033 1.816 -0.050
C -18.130 7.352 1.547 -0.110
C -20.890 9.284 0.878 -0.352
C -21.527 10.438 0.390 -0.072
C -22.476 10.282 -0.649 -0.067
C -22.768 9.022 -1.152 -0.064
C -22.180 7.891 -0.513 -0.070
C -21.308 8.013 0.544 -0.101
H -20.574 12.756 5.525 0.121
H -22.358 11.283 6.654 0.122
H -22.720 8.988 5.765 0.110
H -21.630 8.258 3.705 0.111
H -18.801 8.373 4.665 0.097
H -18.152 6.027 5.187 0.112
H -17.691 4.472 3.373 0.111
H -17.462 5.412 0.983 0.101
H -18.123 7.706 0.544 0.101
H -21.290 11.415 0.783 0.090
H -22.977 11.182 -1.019 0.113
H -23.396 8.899 -2.033 0.107
H -22.550 6.903 -0.832 0.114
H -20.869 7.141 0.995 0.103
C -16.811 11.111 -7.310 -0.034
C -16.906 10.991 -5.794 -0.238
C -15.769 11.016 -4.977 -0.030
C -15.812 11.306 -3.633 -0.055
C -17.057 11.535 -3.060 -0.262
C -18.204 11.143 -3.756 -0.055
C -18.118 10.888 -5.106 -0.030
S -17.172 12.730 -1.702 0.714
O -16.896 14.114 -2.067 -0.243
O -18.448 12.420 -0.996 -0.393
N -16.219 12.174 -0.525 -0.230
C -14.873 12.421 -0.272 -0.240
C -13.854 13.050 -1.001 0.009
C -12.510 12.859 -0.584 -0.058
C -12.203 12.015 0.445 -0.038
C -13.191 11.487 1.326 -0.126
C -12.946 10.609 2.419 0.030
C -14.034 10.042 3.064 -0.018
C -15.324 10.455 2.685 -0.085
N -15.623 11.189 1.607 0.027
C -14.548 11.705 0.912 -0.143
H -15.942 10.477 -7.622 0.092
H -16.613 12.129 -7.659 0.089
H -17.662 10.720 -7.881 0.081
H -14.814 10.854 -5.471 0.124
H -14.895 11.416 -3.089 0.106
H -19.177 11.116 -3.266 0.121
H -19.065 10.721 -5.657 0.133
H -14.058 13.713 -1.817 0.110
H -11.686 13.403 -1.054 0.121
H -11.160 11.774 0.630 0.118
H -11.902 10.363 2.707 0.140
H -13.943 9.353 3.913 0.123
H -16.198 10.097 3.221 0.101

***

What is the charge in the third record? +1

***

Which value of charge does entry 3 give? +1